Entry 1:
58
Properties=species:S:1:pos:R:3:mulliken_charge:R:1 method="wB97M-V/def2-TZVPD" e_above_lowest_ev=0.7962 e_homo_ev="-6.9463 / -6.9649" orbital_gap_ev="6.10 / 5.50" e_lumo_ev="-0.84 / -1.47" charge=0 molar_mass_g_mol=788.56
Tl -0.967 0.982 0.594 0.7405
O -3.052 6.840 -2.498 -0.5765
C -2.910 5.745 -2.021 0.6046
S -2.290 4.348 -2.918 -0.1178
C -2.444 3.170 -1.636 0.1420
C -2.956 3.642 -0.408 0.1731
S -3.205 2.742 0.999 -0.3412
S -3.322 5.348 -0.336 -0.1295
S -1.931 1.606 -1.980 -0.2912
N -1.044 -2.950 0.591 -0.0207
P -0.141 -1.918 -0.460 0.3042
C 0.516 -3.178 -1.608 -0.1827
C 1.277 -4.265 -1.168 -0.0971
C 1.753 -5.199 -2.077 -0.7417
C 1.488 -5.045 -3.437 -0.4203
C 0.746 -3.962 -3.884 -0.6086
C 0.258 -3.030 -2.970 -0.2667
C 1.384 -1.586 0.513 0.3632
C 2.529 -1.159 -0.164 -0.6511
C 3.675 -0.809 0.537 -0.6078
C 3.688 -0.873 1.927 -0.5270
C 2.550 -1.284 2.608 -0.5629
C 1.401 -1.637 1.904 -0.1585
C -2.150 -2.574 1.345 0.4582
C -2.914 -3.556 1.991 -0.8715
C -4.001 -3.163 2.735 -0.2845
C -4.321 -1.812 2.831 -0.9337
C -3.511 -0.919 2.169 0.1748
N -2.437 -1.276 1.444 0.1140
H -0.894 -3.939 0.518 0.1729
H 1.520 -4.369 -0.112 0.3860
H 2.344 -6.040 -1.730 0.3870
H 1.868 -5.772 -4.148 0.3703
H 0.543 -3.839 -4.944 0.4004
H -0.331 -2.184 -3.313 0.4170
H 2.525 -1.107 -1.250 0.4397
H 4.560 -0.485 0.001 0.4035
H 4.583 -0.603 2.474 0.3732
H 2.554 -1.329 3.692 0.4097
H 0.513 -1.949 2.445 0.3232
H -2.645 -4.603 1.894 0.3659
H -4.603 -3.907 3.242 0.3923
H -5.174 -1.465 3.399 0.4196
H -3.721 0.145 2.204 0.0686
Cl 1.268 6.786 -2.275 -0.2223
C 1.272 5.465 -1.151 0.4504
C 1.880 4.268 -1.502 -0.8204
C 1.912 3.229 -0.590 -0.0316
C 1.346 3.361 0.693 0.8297
C 1.380 2.284 1.633 -1.4971
C 0.703 4.578 0.999 -0.3423
C 0.672 5.622 0.091 -0.7085
H 2.327 4.164 -2.483 0.4228
H 2.394 2.293 -0.856 0.3601
H 1.045 2.461 2.652 0.4027
H 2.060 1.447 1.481 0.3425
H 0.241 4.700 1.976 0.3575
H 0.189 6.560 0.340 0.4437



Entry 2:
62
Properties=species:S:1:pos:R:3:mulliken_charge:R:1 method="wB97M-V/def2-TZVPD" e_homo_ev=-9.1054 orbital_gap_ev=7.14 e_lumo_ev=-1.96 charge=0 smiles="CCOc1cccc2c1C(=O)C=C(CCC(F)(F)F)C2=O.O=C1C=C(O)C(=O)C=C1O.O=C1C=C(O)C(=O)C=C1O" molar_mass_g_mol=578.45
C 0.169 -4.263 0.017 -0.7774
C -0.995 -3.988 -1.140 -0.2373
O -1.219 -2.554 -1.415 -0.4195
C -2.004 -1.970 -0.281 0.1410
C -1.362 -1.027 0.898 -0.1138
C -2.390 -0.483 2.082 -0.3712
C -4.015 -0.873 2.132 -0.6115
C -4.659 -1.809 0.951 0.1417
C -3.609 -2.317 -0.248 0.4290
C -4.331 -3.233 -1.443 0.2220
O -3.905 -3.295 -2.707 -0.5107
C -5.643 -4.103 -0.983 -0.5449
C -6.596 -3.680 0.119 0.5668
C -7.816 -4.719 0.455 -0.6724
C -9.184 -4.033 1.038 -0.7154
C -10.261 -3.566 -0.140 0.7437
F -9.927 -2.236 -0.707 -0.2317
F -11.581 -3.421 0.582 -0.2737
F -10.487 -4.599 -1.181 -0.2552
C -6.264 -2.264 0.869 0.4608
O -7.141 -1.403 1.389 -0.5441
H 0.436 -5.418 0.050 0.3433
H 1.127 -3.606 -0.139 0.1137
H -0.318 -4.015 1.073 0.2491
H -1.966 -4.547 -0.731 0.1750
H -0.734 -4.526 -2.161 0.3225
H -0.207 -0.767 0.850 0.2344
H -1.877 0.207 2.911 0.2588
H -4.668 -0.473 3.024 0.3165
H -5.836 -5.140 -1.533 0.2468
H -7.414 -5.603 1.149 0.3593
H -8.089 -5.256 -0.576 0.3207
H -9.023 -3.160 1.801 0.3608
H -9.752 -4.890 1.645 0.3120
O 4.719 1.973 2.760 -0.6099
C 4.425 1.482 1.676 0.9865
C 3.278 0.576 1.509 -0.7913
C 2.995 0.045 0.318 0.0255
O 1.917 -0.804 0.154 -0.3590
C 3.828 0.345 -0.879 0.9549
O 3.554 -0.173 -1.957 -0.6124
C 4.960 1.269 -0.718 -0.8986
C 5.241 1.803 0.472 0.2286
O 6.303 2.675 0.631 -0.5644
H 2.682 0.366 2.388 0.4527
H 1.924 -1.055 -0.796 0.2879
H 5.546 1.492 -1.601 0.4587
H 6.298 2.921 1.581 0.3353
O 7.210 6.468 1.693 -0.6313
C 7.296 6.569 0.475 0.9779
C 6.905 5.480 -0.433 -0.5617
C 7.027 5.616 -1.755 0.0448
O 6.659 4.597 -2.614 -0.5299
C 7.564 6.867 -2.357 0.8097
O 7.682 6.956 -3.575 -0.6167
C 7.933 7.966 -1.451 -0.9488
C 7.807 7.831 -0.129 0.3753
O 8.149 8.860 0.729 -0.5619
H 6.519 4.575 0.018 0.6029
H 6.844 4.937 -3.517 0.3465
H 8.305 8.876 -1.903 0.4081
H 7.970 8.517 1.632 0.3516